No. 1
Below is C5H5ClS in the gas phase in a non-equilibrium geometry, with properties calculated with ωB97M-V with the def2-TZVPD basis set.

Atoms and positions in Å:
C: -0.898 2.584 -0.052
C: -0.841 1.300 0.137
C: -0.392 -0.100 0.375
C: -0.568 -0.660 1.694
Cl: -1.509 -1.037 -0.731
C: 0.900 0.069 -0.412
S: 2.424 -0.172 -0.139
H: -1.053 3.564 -0.602
H: -0.140 0.096 2.319
H: -0.169 -1.680 1.674
H: -1.519 -0.762 2.211
H: 0.552 0.012 -1.400

orbital gap	8.4	eV
SMILES string	C#C[C@@](C)(Cl)C=S
DFT total energy	-1051.74009	Eh
largest force on an atom	7.75	eV/Å

These are the Löwdin partial charges, in e, on atoms 1 to 2: C 0.1467; C -0.1644

No. 2
Below is 10 unconnected molecules or ions with the total composition C34H65F5N4O22 in a non-equilibrium geometry, with properties calculated with ωB97M-V with the def2-TZVPD basis set.

Atoms and positions in Å:
C: -20.742 17.535 5.214
N: -21.981 17.859 4.361
C: -22.380 16.530 3.720
C: -23.210 18.352 5.162
C: -21.661 18.883 3.242
C: -21.335 20.296 3.760
O: -20.159 20.420 4.418
H: -19.924 17.602 4.497
H: -20.813 16.594 5.760
H: -20.738 18.364 5.921
H: -21.517 16.169 3.161
H: -23.160 16.822 3.017
H: -22.763 15.849 4.480
H: -24.095 18.465 4.534
H: -22.954 19.324 5.584
H: -23.355 17.643 5.977
H: -22.448 18.881 2.488
H: -20.811 18.400 2.761
H: -22.164 20.688 4.350
H: -21.137 20.908 2.880
H: -20.188 21.149 5.041
C: -20.333 29.168 6.963
N: -18.931 28.918 6.298
C: -18.975 27.959 5.053
C: -18.474 30.316 5.856
C: -17.915 28.410 7.398
C: -18.051 26.872 7.670
O: -19.326 26.661 8.205
H: -20.793 28.181 7.000
H: -20.937 29.666 6.204
H: -20.122 29.648 7.918
H: -19.443 26.998 5.270
H: -17.944 27.904 4.704
H: -19.551 28.391 4.235
H: -19.200 30.814 5.214
H: -17.611 30.115 5.221
H: -18.131 30.846 6.745
H: -18.158 28.888 8.347
H: -16.920 28.712 7.072
H: -17.372 26.676 8.500
H: -17.789 26.330 6.762
H: -19.478 25.743 7.971
C: -20.607 23.423 6.922
O: -19.856 24.344 7.217
O: -20.291 22.496 6.160
O: -21.713 23.266 7.494
C: -22.337 19.618 9.933
C: -21.145 19.622 8.994
C: -20.683 18.165 8.713
O: -20.133 17.635 9.916
C: -18.847 18.181 10.255
N: -21.622 20.242 7.732
H: -22.419 20.575 10.449
H: -22.207 18.881 10.726
H: -23.292 19.391 9.459
H: -20.264 20.201 9.271
H: -19.918 18.082 7.941
H: -21.510 17.523 8.410
H: -18.524 17.858 11.244
H: -18.800 19.264 10.365
H: -18.089 17.826 9.557
H: -20.894 20.527 7.093
H: -21.953 21.181 7.903
C: -26.224 22.134 5.179
C: -25.226 22.572 6.202
C: -25.295 21.980 7.614
O: -26.416 22.509 8.300
C: -26.417 22.274 9.649
N: -23.912 22.412 5.620
H: -26.100 21.051 5.169
H: -26.182 22.531 4.165
H: -27.242 22.409 5.456
H: -25.288 23.658 6.269
H: -24.480 22.225 8.294
H: -25.221 20.893 7.665
H: -25.550 22.707 10.147
H: -26.459 21.222 9.930
H: -27.330 22.685 10.081
H: -23.753 21.418 5.545
H: -23.200 22.667 6.289
C: -22.667 26.400 9.109
C: -23.842 25.492 8.741
O: -24.865 26.424 8.802
C: -24.526 27.579 9.390
O: -25.358 28.340 9.965
O: -23.201 27.619 9.589
F: -24.052 24.656 9.751
H: -22.010 26.557 8.253
H: -22.042 25.897 9.847
H: -23.703 24.963 7.798
C: -18.739 23.397 3.540
C: -17.704 24.017 4.430
O: -17.626 25.335 3.994
C: -18.114 25.423 2.700
O: -18.338 26.442 2.019
O: -18.624 24.243 2.370
F: -16.536 23.373 4.227
H: -19.742 23.406 3.966
H: -18.502 22.350 3.350
H: -17.992 23.974 5.480
C: -21.964 25.227 4.080
C: -22.837 25.543 5.266
O: -24.020 25.781 4.637
C: -23.757 26.170 3.303
O: -24.591 26.615 2.526
O: -22.509 25.973 3.040
F: -22.382 26.629 5.883
H: -21.938 24.157 3.874
H: -20.928 25.395 4.375
H: -22.710 24.696 5.939
C: -17.460 23.009 8.303
C: -17.549 21.569 7.865
O: -17.131 20.840 9.003
C: -16.322 21.609 9.747
O: -15.680 21.328 10.731
O: -16.422 22.859 9.243
F: -16.801 21.260 6.828
H: -18.405 23.371 8.708
H: -17.152 23.619 7.454
H: -18.600 21.338 7.693
C: -21.766 23.493 11.172
C: -20.359 23.689 10.617
O: -19.820 22.434 10.922
C: -20.457 21.869 11.931
O: -20.127 20.816 12.511
O: -21.536 22.626 12.217
F: -19.689 24.638 11.330
H: -22.479 22.962 10.541
H: -22.230 24.417 11.516
H: -20.401 23.969 9.565

orbital gap (alpha / beta)	1.2 / 6.7	eV
multiplicity	2
DFT total energy	-3708.02455	Eh
charge	-1
largest force on an atom	5.53	eV/Å
<S²>	0.750

These are the Löwdin partial charges, in e, on atoms 1 to 2: C -0.0215; N -0.3200

No. 3
Below is 4 unconnected molecules or ions with the total composition C2H13NO3 in a non-equilibrium geometry, with properties calculated with ωB97M-V with the def2-TZVPD basis set.

Atoms and positions in Å:
C: 1.550 -0.734 -0.237
N: 0.269 -1.400 -0.280
C: -0.470 -1.352 -1.522
H: 1.396 0.230 -0.727
H: 2.331 -1.281 -0.789
H: 1.873 -0.565 0.786
H: 0.272 -2.326 0.123
H: 0.031 -1.874 -2.352
H: -1.495 -1.700 -1.407
H: -0.567 -0.294 -1.788
O: 0.473 2.242 1.338
H: 0.942 2.633 2.090
H: -0.084 1.574 1.754
O: -0.970 -0.203 2.098
H: -1.311 -0.919 2.645
H: -0.792 -0.521 1.179
O: -1.496 1.989 -0.975
H: -0.879 2.053 -0.238
H: -1.073 2.449 -1.698

orbital gap	9.7	eV
SMILES string	CNC.O.O.O
DFT total energy	-364.45880	Eh
largest force on an atom	1.41	eV/Å

These are the Löwdin partial charges, in e, on atoms 1 to 2: C -0.1302; N -0.2218

No. 4
Below is a molecular structure, C33H27AsBrLiN3O2S3, with properties calculated with ωB97M-V with the def2-TZVPD basis set.

Atoms and positions in Å:
Li: 0.229 -1.882 0.017
S: -1.423 -2.870 -1.353
C: -2.530 -1.844 -0.464
C: -3.609 -2.412 0.226
C: -4.518 -1.630 0.916
C: -4.397 -0.246 0.911
C: -3.352 0.335 0.208
C: -2.405 -0.438 -0.456
As: -0.878 0.342 -1.390
C: -1.900 1.850 -2.136
C: -1.721 3.185 -1.793
C: -2.462 4.183 -2.415
C: -3.382 3.860 -3.400
C: -3.562 2.530 -3.761
C: -2.823 1.540 -3.136
C: 0.048 1.355 0.005
C: 1.385 1.643 -0.264
C: 2.150 2.376 0.630
C: 1.593 2.816 1.821
C: 0.263 2.538 2.099
C: -0.504 1.819 1.193
H: -3.711 -3.490 0.220
H: -5.330 -2.100 1.459
H: -5.105 0.372 1.449
H: -3.285 1.417 0.167
H: -1.004 3.448 -1.024
H: -2.320 5.218 -2.127
H: -3.960 4.637 -3.885
H: -4.275 2.267 -4.533
H: -2.966 0.498 -3.409
H: 1.822 1.279 -1.190
H: 3.185 2.599 0.401
H: 2.204 3.350 2.538
H: -0.184 2.873 3.028
H: -1.534 1.597 1.436
O: 2.151 -0.091 4.581
C: 0.821 -0.160 4.753
C: 0.292 0.289 5.964
C: -1.072 0.259 6.188
C: -1.935 -0.220 5.207
C: -1.414 -0.684 4.013
C: -0.042 -0.661 3.767
C: 0.422 -1.108 2.425
O: -0.433 -1.441 1.567
N: 1.738 -1.103 2.221
N: 2.098 -1.516 0.955
C: 3.321 -1.315 0.678
S: 4.015 -1.747 -0.867
C: 5.725 -1.746 -0.238
C: 5.860 -0.581 0.719
S: 4.437 -0.601 1.861
H: 2.334 -0.437 3.667
H: 0.976 0.675 6.709
H: -1.464 0.614 7.134
H: -3.005 -0.228 5.373
H: -2.053 -1.063 3.225
H: 6.391 -1.656 -1.095
H: 5.905 -2.693 0.270
H: 5.867 0.370 0.186
H: 6.762 -0.661 1.326
Br: 3.947 -3.121 -5.801
C: 2.261 -2.594 -5.093
C: 1.094 -3.101 -5.635
C: -0.105 -2.645 -5.113
C: -0.079 -1.702 -4.093
N: 1.050 -1.234 -3.573
C: 2.203 -1.678 -4.055
H: 1.123 -3.821 -6.441
H: -1.048 -3.014 -5.492
H: -0.993 -1.303 -3.677
H: 3.110 -1.293 -3.603

orbital gap	6.2	eV
DFT total energy	-7600.50971	Eh
charge	-1
largest force on an atom	0.89	eV/Å

These are the Löwdin partial charges, in e, on atoms 1 to 2: Li 0.4400; S 0.4243

No. 5
Below is 2 unconnected molecules or ions with the total composition C5H13NO in a non-equilibrium geometry, with properties calculated with ωB97M-V with the def2-TZVPD basis set.

Atoms and positions in Å:
C: -1.224 -0.531 -1.588
C: -1.298 -0.809 -0.207
N: -2.373 -1.043 0.623
C: -0.043 -0.948 0.583
C: 0.802 0.346 0.532
C: 0.504 1.298 1.669
H: -0.355 -0.232 -2.162
H: -1.882 -0.519 -2.391
H: -1.954 -0.859 1.512
H: -3.330 -0.741 0.544
H: 0.542 -1.821 0.243
H: -0.190 -1.004 1.662
H: 0.803 0.819 -0.468
H: 1.894 0.173 0.664
H: 0.363 0.782 2.594
H: -0.548 1.725 1.673
H: 1.306 1.942 1.824
O: 2.302 0.687 -2.743
H: 2.061 -0.273 -2.660
H: 2.621 1.008 -1.903

orbital gap	8.7	eV
SMILES string	C=C(N)CCC.O
DFT total energy	-328.22369	Eh
largest force on an atom	4.45	eV/Å

These are the Löwdin partial charges, in e, on atoms 1 to 2: C 0.0436; C -0.3970

No. 6
Below is 3 unconnected molecules or ions with the total composition C8H18FN2O5PS in a non-equilibrium geometry, with properties calculated with ωB97M-V with the def2-TZVPD basis set.

Atoms and positions in Å:
C: 2.970 0.509 0.584
P: 1.583 1.788 0.644
O: 2.082 3.277 -0.046
S: -0.006 1.105 -0.654
F: 0.571 -0.123 -1.689
C: -1.268 0.377 0.558
O: -1.098 0.412 1.828
O: -2.391 -0.163 -0.056
H: 3.233 0.357 -0.528
H: 3.882 0.767 1.224
H: 2.576 -0.498 0.977
H: 1.265 3.839 -0.014
C: -4.466 0.502 2.633
C: -5.434 0.739 3.760
O: -6.596 1.073 3.564
N: -4.980 0.572 5.034
C: -3.655 0.185 5.466
H: -4.963 0.672 1.679
H: -3.626 1.194 2.711
H: -4.110 -0.530 2.658
H: -5.684 0.748 5.738
H: -3.739 -0.735 6.049
H: -3.256 0.978 6.102
H: -2.980 0.021 4.628
C: 2.884 -2.578 -3.500
C: 3.893 -1.462 -3.458
O: 4.638 -1.292 -2.501
N: 3.963 -0.626 -4.531
C: 3.176 -0.663 -5.746
H: 2.947 -3.157 -2.579
H: 1.875 -2.169 -3.583
H: 3.094 -3.243 -4.341
H: 4.661 0.097 -4.433
H: 3.856 -0.780 -6.591
H: 2.646 0.286 -5.840
H: 2.457 -1.480 -5.746

orbital gap	6.7	eV
DFT total energy	-1640.65827	Eh
largest force on an atom	9.61	eV/Å

These are the Löwdin partial charges, in e, on atoms 1 to 2: C -0.2707; P 0.7731

No. 7
Below is a molecular structure, C23H40BiCl3N4O3Si in a non-equilibrium geometry, with properties calculated with ωB97M-V with the def2-TZVPD basis set.

Atoms and positions in Å:
C: -1.646 -2.070 -3.087
C: -1.117 -2.839 -1.925
H: -1.642 -2.653 -4.002
H: -1.069 -1.156 -3.241
H: -2.684 -1.772 -2.910
C: -0.637 -4.095 -1.979
C: -0.508 -4.890 -3.241
H: -0.447 -4.655 -1.054
H: -0.361 -4.247 -4.124
H: -1.380 -5.547 -3.404
H: 0.363 -5.553 -3.160
Bi: 0.271 1.056 0.303
Cl: -2.336 1.509 0.309
Cl: 2.422 2.242 -0.410
H: 0.491 5.566 4.419
H: -1.609 6.411 3.572
C: 0.818 5.179 3.449
C: -1.306 6.105 2.561
N: -0.380 4.975 2.659
H: 1.343 4.231 3.564
C: -0.555 3.858 1.956
O: 0.308 2.941 1.905
H: -2.198 5.811 1.991
H: -1.522 3.803 1.432
H: 1.463 5.915 2.949
H: -0.831 6.971 2.067
H: 1.661 -1.317 -2.294
H: 2.310 -4.167 -1.443
C: 2.703 -1.257 -1.950
C: 3.226 -3.599 -1.211
N: 2.916 -2.213 -0.870
H: 2.911 -0.233 -1.612
C: 2.911 -1.839 0.429
O: 2.550 -0.738 0.874
H: 3.721 -4.068 -0.347
H: 3.235 -2.657 1.112
H: 3.361 -1.558 -2.775
H: 3.877 -3.620 -2.092
O: -0.164 -1.085 -0.752
C: -1.139 -2.034 -0.612
C: 0.243 -3.430 0.966
C: -1.003 -2.908 0.645
H: 1.073 -3.151 0.301
C: 0.391 -4.337 2.026
H: -2.117 -1.518 -0.590
C: -2.119 -3.275 1.393
H: 1.400 -4.702 2.268
C: -0.739 -4.753 2.736
C: -1.986 -4.206 2.421
H: -3.080 -2.834 1.136
H: -0.630 -5.482 3.547
H: -2.853 -4.513 2.998
Si: -0.481 3.726 -2.952
Cl: -0.092 1.609 -2.480
C: 1.232 4.454 -3.151
C: -1.581 4.372 -1.622
C: -1.246 4.174 -4.611
H: 1.940 4.048 -2.411
H: 1.176 5.549 -3.054
H: 1.587 4.219 -4.168
H: -0.578 3.893 -5.434
H: -1.405 5.256 -4.703
H: -2.219 3.700 -4.756
H: -1.554 3.766 -0.713
H: -2.617 4.336 -1.990
H: -1.370 5.416 -1.342
N: 0.850 -1.241 3.275
C: 0.524 -1.827 4.455
C: -0.673 -1.255 4.863
C: -1.016 -0.337 3.842
N: -0.085 -0.332 2.862
H: 1.687 -1.376 2.704
H: 1.139 -2.584 4.919
H: -1.231 -1.464 5.763
H: -1.895 0.298 3.800

orbital gap	8.0	eV
DFT total energy	-3229.92544	Eh
largest force on an atom	2.82	eV/Å

These are the Löwdin partial charges, in e, on atoms 1 to 2: C -0.0442; C -0.2270

No. 8
Below is 2 unconnected molecules or ions with the total composition C6H15N2 in a non-equilibrium geometry, with properties calculated with ωB97M-V with the def2-TZVPD basis set.

Atoms and positions in Å:
C: -1.471 -0.034 0.104
N: -2.009 -1.357 0.244
C: -1.507 -2.143 1.368
C: -0.155 0.122 -0.685
N: 0.003 1.581 -1.010
C: 1.417 1.860 -1.277
C: 2.157 0.919 -0.351
C: 1.184 -0.270 -0.101
H: -2.206 0.599 -0.390
H: -1.216 0.375 1.104
H: -2.990 -1.278 0.027
H: -0.428 -2.182 1.330
H: -1.942 -3.136 1.222
H: -1.937 -1.777 2.307
H: -0.301 -0.418 -1.632
H: 0.182 1.181 1.201
H: -0.040 1.565 0.217
H: 1.548 2.930 -1.322
H: 1.513 1.419 -2.287
H: 2.951 0.431 -0.912
H: 2.622 1.376 0.518
H: 1.109 -0.597 0.956
H: 1.514 -1.165 -0.631

orbital gap	5.8	eV
DFT total energy	-346.63287	Eh
charge	+1
largest force on an atom	2.50	eV/Å

These are the Löwdin partial charges, in e, on atoms 1 to 2: C -0.1847; N -0.0572

Look up the largest force on an atom of the first one. 7.75 eV/Å